Here is a molecular structure, C22H25MgN5O9P2S at a distorted geometry from OMol25. Energies are from the ωB97M-V functional and the def2-TZVPD basis.

Values from the calculation:
multiplicity	1
total energy	-3085.7966	a.u.
Kohn-Sham gap	7.10	eV
ΔE to the lowest compared entry with this formula, charge and spin	0.0	kJ/mol
M	621.788	g mol⁻¹
maximum force	0.0198	hartree/bohr

Cartesian coordinates (Å):
1 Mg 0.0920 -0.7670 0.5804
2 N 0.1137 -0.8574 2.7956
3 C 0.5314 0.4566 3.3138
4 C 0.7435 1.5024 2.2028
5 O 1.1415 2.6142 2.5758
6 O 0.5013 1.1497 1.0120
7 H -0.8965 -0.9554 2.8312
8 H 0.4904 -1.6243 3.3364
9 H 1.4726 0.3689 3.8567
10 H -0.1901 0.8765 4.0167
11 C -3.6389 -3.1847 -1.3638
12 C -3.1671 -2.7302 0.0083
13 O -4.1688 -3.1079 0.9783
14 P -3.0810 -0.8998 0.1319
15 O -3.0529 -0.2260 -1.2665
16 O -4.5065 -0.5242 0.7312
17 O -1.9624 -0.4404 1.0143
18 P -1.5526 -3.5608 0.4478
19 O -1.6858 -3.5121 2.0933
20 O -1.5645 -4.9667 0.0104
21 O -0.4321 -2.6288 0.0686
22 H -4.5764 -2.6955 -1.6313
23 H -3.7755 -4.2640 -1.3418
24 H -2.8927 -2.9445 -2.1215
25 H -3.6933 -3.3332 1.7917
26 H -2.6529 0.7872 -1.2195
27 H -4.8661 -1.3024 1.1947
28 H -1.6436 -4.4262 2.4081
29 C 4.5236 -1.1629 1.4526
30 C 3.1263 -1.1637 1.5299
31 N 2.3422 -1.0031 0.4856
32 C 2.9139 -0.8304 -0.7219
33 C 4.3028 -0.8330 -0.9087
34 C 5.1116 -0.9973 0.2271
35 C 4.8466 -0.6906 -2.2294
36 C 4.0334 -0.5887 -3.2982
37 C 2.6058 -0.6033 -3.1442
38 C 1.7339 -0.5579 -4.2441
39 C 0.3846 -0.6198 -4.0244
40 C -0.0852 -0.6759 -2.7057
41 N 0.7051 -0.6727 -1.6498
42 C 2.0393 -0.6833 -1.8649
43 H 5.1131 -1.2942 2.3487
44 H 2.6349 -1.2971 2.4849
45 H 6.1894 -1.0008 0.1199
46 H 5.9227 -0.6867 -2.3480
47 H 4.4399 -0.5036 -4.2982
48 H 2.1391 -0.4957 -5.2467
49 H -0.3255 -0.6167 -4.8392
50 H -1.1484 -0.7209 -2.5144
51 N 0.7061 5.0054 1.9160
52 C -0.3847 5.3768 1.2614
53 S -1.0202 6.8996 1.2010
54 C -1.0341 4.2723 0.4964
55 C -2.1968 3.6713 0.9580
56 C -2.7039 2.5959 0.2607
57 N -2.1455 2.1328 -0.8610
58 C -1.0584 2.7449 -1.3290
59 C -0.4640 3.8059 -0.6786
60 H 1.1697 5.7078 2.4704
61 H 0.9350 4.0090 2.0642
62 H -2.6758 4.0195 1.8620
63 H -3.5765 2.0606 0.6160
64 H -0.6311 2.3455 -2.2396
65 H 0.4441 4.2474 -1.0648